Entry 1:
Molecular formula: C27H39Cl3NO3PbSi2Te2
Method: DFT, the ωB97M-V functional and the def2-TZVPD basis

Output
orbital gap (spin up / spin down): 4.37 / 2.99 eV
charge: +3
electronic energy: -109391.92834 eV

```
78
Properties=species:S:1:pos:R:3:forces:R:3
Pb -1.502 -1.420 0.320 0.956 -1.506 3.033
C 1.761 -5.503 6.457 0.806 -0.678 1.344
O 1.519 -5.237 5.096 -0.876 2.062 -0.674
C 0.952 -4.022 4.788 0.866 -1.902 0.054
C 0.590 -3.056 5.719 -0.384 0.784 0.760
C -0.006 -1.893 5.271 0.500 -0.490 0.797
C -0.202 -1.587 3.913 -0.166 -0.084 -1.847
C -0.710 -0.285 3.535 -0.252 -1.816 -0.590
C -0.743 0.829 4.535 -0.103 0.756 0.088
O -1.181 -0.060 2.352 0.288 -0.056 0.250
C 0.149 -2.662 2.937 -0.258 0.278 0.471
O -0.023 -2.666 1.609 -1.205 1.568 -0.407
C 0.726 -3.822 3.444 0.009 0.144 -0.867
H 2.302 -6.464 6.472 -0.210 0.463 -0.018
H 0.831 -5.656 7.033 0.289 0.311 -0.291
H 2.423 -4.741 6.944 -0.639 -0.518 -0.471
H 0.775 -3.215 6.783 -0.289 0.103 -0.382
H -0.379 -1.207 6.026 0.257 -0.091 -0.104
H -0.179 0.588 5.451 -0.259 0.349 -0.607
H -1.787 1.084 4.822 0.522 -0.285 -0.231
H -0.318 1.740 4.057 -0.135 -0.565 0.345
H 1.016 -4.601 2.742 -0.126 0.143 0.160
C 0.469 -2.360 -5.526 -0.116 0.878 -0.013
Si 0.703 -3.603 -4.156 0.000 -1.815 -0.928
C 1.902 -4.906 -4.782 0.379 -0.271 0.310
C -0.986 -4.284 -3.645 -0.306 0.018 0.077
C 1.473 -2.967 -2.554 0.017 0.369 0.348
Te 0.288 -1.166 -2.238 2.760 -0.155 -1.497
C 1.730 0.297 -3.183 -0.107 -0.204 0.795
Si 0.894 1.986 -3.013 0.623 1.041 -0.030
C 0.997 2.638 -1.238 -0.081 -0.260 -0.005
C 1.852 3.084 -4.175 0.240 0.611 0.064
C -0.868 1.768 -3.546 -0.915 0.412 -0.379
H 0.205 -2.927 -6.443 0.140 0.305 0.484
H 1.380 -1.760 -5.746 -0.537 -0.410 0.041
H -0.374 -1.661 -5.321 0.450 -0.305 -0.273
H 1.490 -5.377 -5.695 0.209 0.114 0.457
H 2.100 -5.699 -4.016 -0.205 0.567 -0.700
H 2.888 -4.458 -5.056 -0.705 -0.255 0.181
H -1.441 -4.862 -4.489 0.245 0.556 0.669
H -1.680 -3.442 -3.374 0.346 -0.701 -0.304
H -0.927 -4.969 -2.771 0.018 0.376 -0.532
H 2.549 -2.708 -2.674 -0.823 0.244 0.284
H 1.347 -3.712 -1.730 -0.091 0.816 -0.498
H 1.916 0.016 -4.235 -0.385 -0.228 0.523
H 2.692 0.292 -2.619 -0.758 -0.499 -0.227
H 2.035 2.951 -1.021 -0.521 -0.144 0.018
H 0.667 1.872 -0.507 0.375 0.403 -0.229
H 0.328 3.511 -1.091 0.368 -0.373 -0.174
H 2.940 3.147 -3.910 -0.897 -0.051 -0.198
H 1.438 4.127 -4.170 0.392 -0.861 -0.054
H 1.772 2.686 -5.197 0.075 0.229 0.178
H -1.511 1.414 -2.722 0.090 0.081 -0.185
H -0.944 1.013 -4.354 -0.089 0.526 0.175
H -1.307 2.748 -3.905 0.443 -1.112 0.239
C -3.132 3.225 -0.849 0.182 -0.706 0.480
Te -2.227 1.573 0.380 -0.992 2.679 0.738
C -2.558 3.034 2.113 0.280 -1.151 -0.961
C -2.958 4.304 1.458 0.100 0.606 1.775
C -3.048 5.457 2.251 0.033 -0.313 0.732
C -3.385 6.679 1.704 0.204 -0.232 1.712
C -3.591 6.796 0.323 0.014 -0.512 -1.589
C -3.499 5.672 -0.480 -0.359 0.288 -0.500
C -3.231 4.408 0.066 -0.152 0.277 -1.844
H -4.114 2.874 -1.233 0.416 0.276 0.404
H -2.522 3.480 -1.732 -0.134 -0.167 0.407
H -1.615 3.149 2.679 -0.448 -0.091 -0.346
H -3.337 2.641 2.798 0.353 0.106 -0.512
H -2.876 5.364 3.336 -0.072 0.138 -0.689
H -3.497 7.543 2.361 0.066 -0.178 -0.255
H -3.795 7.761 -0.118 -0.096 0.059 -0.022
H -3.684 5.771 -1.559 0.149 -0.114 0.558
Cl 5.115 -0.580 1.621 -0.622 0.591 -0.068
C 3.760 0.459 1.099 1.270 1.014 0.846
Cl 4.385 1.827 0.054 -0.496 -0.975 0.827
Cl 2.779 1.081 2.503 0.723 -0.284 -0.844
C 2.881 -0.356 0.320 -2.947 -2.115 -2.301
N 2.115 -0.996 -0.299 2.305 1.933 2.022
```
Forces are in eV/Å.

Entry 2:
Molecular formula: C27H39Cl4N2O3PtS2Sb
Method: DFT, the ωB97M-V functional and the def2-TZVPD basis

Output
orbital gap (spin up / spin down): 4.81 / 4.78 eV
charge: +2
relative energy (zero: lowest compared OMol25 entry of this formula, charge and spin): 65.8 kcal per mole
electronic energy: -119282.73675 eV

```
79
Properties=species:S:1:pos:R:3:forces:R:3
Pt 0.224 -0.368 -0.013 -0.746 1.434 -0.719
O 0.486 2.187 1.182 0.127 0.135 -0.010
C 1.031 1.771 2.406 -0.013 -0.067 -0.316
C 0.558 0.409 2.853 -0.259 -0.312 -0.101
C 0.695 0.074 4.190 -0.020 -0.047 0.055
C 0.361 -1.192 4.632 0.064 0.099 0.218
C -0.156 -2.102 3.728 -0.183 -0.084 0.018
C -0.312 -1.711 2.421 -0.215 0.077 -0.197
N 0.043 -0.489 1.975 0.753 0.404 0.464
H -0.465 2.309 1.285 0.003 -0.113 0.019
H 0.834 2.493 3.199 0.019 -0.022 0.102
H 2.107 1.725 2.241 0.080 -0.001 0.139
H 1.082 0.817 4.876 -0.005 -0.008 -0.020
H 0.492 -1.460 5.673 -0.012 0.013 -0.039
H -0.453 -3.097 4.028 0.000 0.020 -0.027
H -0.736 -2.376 1.680 0.087 -0.018 -0.027
Cl 0.547 -2.911 -6.445 0.048 -0.055 -0.154
C 0.506 -2.776 -4.771 0.005 -0.379 0.307
C 0.683 -4.032 -3.977 -0.078 0.350 -0.382
Cl 0.955 -5.474 -4.810 0.014 -0.063 -0.109
C 0.626 -4.013 -2.637 0.049 0.022 0.207
Cl 0.827 -5.415 -1.692 -0.074 0.096 0.098
C 0.373 -2.750 -1.950 0.195 -0.216 -0.169
O 0.239 -2.646 -0.754 -0.297 -0.806 0.339
C 0.271 -1.463 -2.750 -0.104 -0.163 -0.522
O 0.118 -0.408 -2.128 0.823 -0.072 0.302
C 0.323 -1.564 -4.189 -0.011 0.184 0.007
Cl 0.207 -0.155 -5.145 -0.020 0.015 0.107
C -2.970 0.354 -3.408 -0.130 -0.079 -0.067
C -3.618 1.254 -2.366 0.411 0.488 0.206
C -4.425 0.441 -1.363 -0.108 -0.154 -0.205
C -4.473 2.326 -3.040 -0.145 -0.261 -0.114
Sb -1.936 2.152 -1.224 0.385 -0.777 0.886
C -2.914 3.224 0.495 0.177 -0.053 -0.488
C -1.996 4.298 1.084 -0.256 -0.046 0.174
C -3.243 2.156 1.536 -0.021 0.075 0.132
C -4.196 3.897 0.003 -0.023 -0.004 0.200
C -0.700 3.564 -2.449 -0.645 -0.369 0.448
C -0.088 4.587 -1.507 0.218 0.074 -0.234
C 0.365 2.692 -3.083 0.153 0.210 -0.128
C -1.614 4.212 -3.482 0.335 0.155 -0.109
H -3.753 -0.146 -3.991 0.042 0.023 0.020
H -2.353 -0.419 -2.943 -0.041 0.021 -0.013
H -2.352 0.924 -4.105 0.010 -0.032 -0.013
H -5.178 -0.142 -1.907 0.035 0.031 0.028
H -4.960 1.072 -0.655 -0.004 -0.021 -0.007
H -3.800 -0.266 -0.810 -0.015 0.015 0.008
H -5.303 1.829 -3.558 0.053 0.030 0.027
H -3.917 2.888 -3.787 -0.039 -0.028 0.001
H -4.909 3.026 -2.333 -0.006 -0.003 -0.032
H -0.958 3.996 1.198 0.003 0.165 0.027
H -2.374 4.570 2.077 -0.008 -0.014 -0.054
H -2.011 5.201 0.480 0.003 0.024 0.027
H -2.355 1.710 2.000 0.008 0.023 -0.081
H -3.842 1.344 1.128 0.026 -0.008 0.041
H -3.822 2.621 2.342 0.029 -0.016 -0.017
H -4.013 4.581 -0.828 -0.008 -0.010 0.031
H -4.618 4.487 0.826 0.028 -0.023 -0.043
H -4.957 3.176 -0.293 0.014 0.034 0.017
H 0.464 4.118 -0.690 -0.026 0.026 -0.011
H -0.830 5.268 -1.101 0.015 0.024 -0.027
H 0.627 5.192 -2.078 -0.041 -0.048 0.024
H 0.996 2.210 -2.332 -0.017 0.029 -0.027
H 1.008 3.317 -3.716 -0.033 -0.046 0.056
H -0.072 1.922 -3.712 0.004 0.009 0.014
H -2.454 4.738 -3.028 -0.004 -0.026 -0.009
H -1.990 3.486 -4.205 0.008 0.024 0.020
H -1.033 4.955 -4.045 -0.040 -0.050 0.030
S 2.751 -0.567 0.483 -0.583 0.013 -0.333
C 3.243 -2.020 1.207 -0.001 0.175 0.009
N 4.341 -2.060 1.935 0.257 -0.142 0.073
C 4.674 -3.311 2.621 -0.011 -0.005 0.005
C 3.907 -4.404 1.884 -0.038 0.038 -0.165
S 2.492 -3.570 1.088 -0.190 0.009 0.033
H 4.882 -1.221 2.090 -0.049 0.037 -0.020
H 4.381 -3.240 3.669 -0.070 0.017 0.020
H 5.746 -3.489 2.579 0.039 0.028 -0.022
H 3.537 -5.183 2.543 0.026 0.019 0.047
H 4.501 -4.855 1.092 0.042 -0.025 0.022
```
Forces are in eV/Å.

Entry 3:
Molecular formula: C27H39ClLaN3O7
Method: DFT, the ωB97M-V functional and the def2-TZVPD basis

Output
orbital gap: 7.69 eV
charge: 0
electronic energy: -60818.82047 eV

```
78
Properties=species:S:1:pos:R:3:forces:R:3
O 0.428 1.564 -2.840 0.321 -0.167 0.920
C 0.174 0.415 -3.238 -0.782 -0.242 -2.806
C -1.186 0.310 -4.056 1.727 0.141 1.288
C -2.413 0.667 -3.534 -0.600 0.026 0.079
H -2.554 0.712 -2.445 0.079 0.201 -0.463
C -3.469 0.927 -4.418 0.325 -0.157 0.327
H -4.423 1.264 -4.024 0.025 -0.118 -0.093
C -3.281 0.766 -5.786 -0.016 0.109 -0.589
H -4.087 0.998 -6.489 0.180 -0.152 0.326
C -2.048 0.343 -6.294 -0.379 0.184 0.451
H -1.894 0.187 -7.352 -0.115 0.068 -0.112
C -0.998 0.150 -5.413 0.202 -0.511 -0.467
H -0.014 -0.165 -5.790 -0.416 0.239 0.176
H 0.975 -0.037 -3.949 -0.606 -0.281 1.515
C 1.676 -1.668 -1.884 -0.309 -1.149 -0.287
C 0.197 -1.255 -1.911 -0.431 0.166 -4.297
H 1.838 -2.282 -2.800 0.160 0.119 0.804
H 1.911 -2.284 -0.971 0.300 0.319 -0.883
H 2.352 -0.804 -1.945 -0.388 -0.449 0.026
C -0.747 -2.146 -2.319 1.862 -0.055 -1.126
C -0.498 -3.589 -2.682 -0.365 -0.099 0.416
H -1.696 -1.800 -2.717 -0.279 0.199 0.736
H -0.695 -3.790 -3.736 -0.119 0.270 -0.160
H -1.198 -4.193 -2.119 -0.240 -0.295 0.104
H 0.485 -3.989 -2.462 0.274 0.235 0.181
La -0.049 -0.830 0.363 -1.253 1.729 2.170
Cl -1.260 -3.270 0.632 0.004 -0.364 -0.107
C -0.434 -1.765 3.299 -0.937 -0.091 0.800
O 0.553 -1.310 2.706 0.635 -0.517 0.781
N -0.755 -1.576 4.585 0.552 -0.143 -0.064
C 0.180 -1.029 5.565 -0.274 0.075 -0.103
C -1.988 -2.179 5.104 0.456 -0.076 -0.333
H -1.188 -2.385 2.780 0.317 0.313 0.041
H 0.934 -0.397 5.079 -0.287 -0.263 0.072
H 0.664 -1.842 6.124 0.008 0.151 -0.164
H -0.405 -0.441 6.278 0.221 0.087 -0.079
H -2.711 -2.248 4.288 0.009 0.015 0.216
H -2.381 -1.544 5.897 -0.081 -0.019 -0.093
H -1.782 -3.181 5.496 -0.123 0.105 0.072
H -1.448 5.097 -2.083 0.004 -0.229 -0.050
H -2.252 4.813 0.216 0.107 -0.312 0.026
C -1.419 3.998 -2.147 0.341 0.369 0.131
C -2.038 3.732 0.235 -0.882 -0.279 -0.041
N -1.122 3.425 -0.838 -0.009 0.512 0.136
H -0.645 3.676 -2.853 -0.322 0.037 0.115
C -0.020 2.715 -0.622 0.624 -1.576 0.385
O 0.093 1.821 0.269 0.054 1.655 -1.152
H -1.613 3.457 1.202 -0.017 -0.082 -0.193
H 0.808 2.937 -1.320 -0.415 -0.205 0.369
H -2.405 3.649 -2.492 0.387 -0.033 0.108
H -2.989 3.196 0.085 0.192 0.139 0.231
H 5.545 0.037 1.604 -0.211 -0.100 -0.148
H 5.769 2.323 0.108 -0.202 -0.128 -0.050
C 5.122 -0.361 0.670 0.130 0.113 -0.117
C 5.243 1.728 -0.652 0.122 0.294 0.037
N 4.415 0.695 -0.047 -0.326 0.050 -0.063
H 4.439 -1.183 0.879 0.096 0.103 0.000
C 3.077 0.738 -0.142 -0.016 -0.476 0.267
O 2.317 -0.171 0.239 1.281 1.032 0.448
H 4.628 2.398 -1.262 0.122 -0.179 0.149
H 2.685 1.655 -0.609 -0.002 -0.279 -0.014
H 5.964 -0.700 0.053 -0.266 -0.074 0.096
H 6.017 1.278 -1.288 -0.305 -0.010 0.061
O -5.280 -0.510 1.116 0.440 -0.204 -0.486
C -4.983 -0.012 2.310 -0.243 0.691 0.730
C -5.976 0.006 3.306 0.388 0.052 0.025
C -5.684 0.572 4.542 -0.932 -0.356 0.073
C -4.457 1.170 4.802 0.928 0.447 0.110
C -3.446 1.147 3.832 -0.993 -0.326 -0.109
C -3.712 0.537 2.593 -0.024 -0.581 -0.326
C -2.622 0.241 1.605 0.362 0.521 0.016
O -1.440 0.327 2.050 -0.603 -0.067 -0.288
O -2.875 -0.119 0.399 0.477 0.266 0.949
H -4.424 -0.443 0.577 -0.555 -0.143 0.117
H -6.944 -0.434 3.067 0.213 0.102 0.184
H -6.461 0.534 5.329 0.546 0.162 -0.518
H -4.272 1.668 5.764 -0.122 -0.309 -0.464
H -2.481 1.610 4.007 -0.027 -0.197 -0.019
```
Forces are in eV/Å.

Among the records above, which one has the highest charge?
C27H39Cl3NO3PbSi2Te2

Look up the electronic energy of the second one.
-119282.73675 eV

Look up the electronic energy of the third one.
-60818.82047 eV